# 1
Formula: C29H36Cl2N4O2P2Sn
Source: the OMol25 dataset
Level of theory: the ωB97M-V functional and the def2-TZVPD basis

The geometry in XYZ format:
```
76
Properties=species:S:1:pos:R:3:forces:R:3
Sn -0.55522 -2.79268 -0.70373 -0.76 2.17 1.58
C -1.01305 2.72561 -0.75318 -0.09 -0.38 0.12
C -1.39135 1.89090 -1.73060 -0.35 -0.09 0.85
C -0.88632 1.75124 -3.13537 -0.20 -0.36 -0.40
C 0.25884 0.75049 -3.37480 0.31 0.88 -1.17
C 1.65857 1.20040 -2.96460 -0.30 -0.84 0.71
C 1.91486 2.19048 -2.09803 0.10 -0.38 0.07
C 1.14372 3.45612 -1.92678 -0.13 0.41 0.80
C 0.26692 3.50093 -0.66365 -0.35 0.86 -0.48
C 1.50085 -1.95406 -0.48785 2.43 0.14 -0.32
H -1.71912 2.92489 0.07106 0.51 -0.67 -0.15
H -2.23842 1.22365 -1.52210 -0.04 0.65 -0.04
H -0.61278 2.73374 -3.55530 -0.42 -0.72 -0.05
H -1.77646 1.36747 -3.68638 0.71 0.44 0.30
H -0.01975 -0.21359 -2.90116 0.41 0.25 0.05
H 0.28665 0.55203 -4.45391 -0.14 -0.22 -0.03
H 2.48860 0.53546 -3.27604 -0.54 -0.07 0.76
H 2.74392 2.08974 -1.38623 0.47 0.32 -0.91
H 0.58487 3.72749 -2.81751 0.14 0.03 0.19
H 1.89980 4.23902 -1.80645 -0.01 -0.04 -0.06
H 0.88157 3.18570 0.19661 -0.39 -0.02 -0.10
H -0.03149 4.54449 -0.46207 0.37 -0.20 0.01
H 1.90182 -2.37182 0.44531 -0.61 -0.13 -0.22
H 1.54014 -0.85516 -0.40841 -0.84 -0.45 -0.49
H 2.15098 -2.32483 -1.28883 -0.52 0.04 -0.19
P 1.31630 -1.23893 -7.51288 1.54 -0.42 -2.59
P -2.03578 -0.89831 -7.44375 -2.22 2.13 -2.04
N 2.66840 -0.11852 -7.66301 0.56 0.68 0.83
N 2.11707 -2.48954 -8.58151 -0.60 -0.47 1.06
N -2.18190 0.87969 -7.50215 0.98 -0.05 0.67
N -3.65462 -1.19380 -8.10985 0.29 -1.08 0.28
C 0.35501 -0.44947 -8.88863 -0.73 0.00 0.07
C -1.07879 -1.00799 -9.02447 0.27 -0.34 -0.01
C 3.49949 0.24979 -6.59971 -1.10 -0.47 -1.37
C 4.51629 1.05290 -7.09281 0.34 0.45 -1.64
C 4.31889 1.18268 -8.50521 0.53 -0.09 1.58
C 3.17790 0.46324 -8.83003 -0.42 -0.58 0.88
C 2.34734 -3.79800 -8.15260 -0.12 0.92 -0.74
C 2.79226 -4.55092 -9.23621 -0.10 0.96 -0.58
C 2.84670 -3.67597 -10.36542 0.12 -0.61 0.92
C 2.45310 -2.42331 -9.93352 -0.19 0.13 0.50
C -1.81635 1.61562 -6.37167 -0.11 0.44 -0.78
C -1.77743 2.96142 -6.70126 -0.02 -0.90 0.19
C -2.10819 3.06659 -8.08367 0.04 -1.05 -0.10
C -2.31603 1.78072 -8.56204 0.25 0.43 0.55
C -4.45519 -0.49725 -9.02474 -0.58 -0.78 0.12
C -5.60702 -1.23352 -9.26657 1.28 0.02 0.67
C -5.50326 -2.44836 -8.50771 0.85 0.36 0.21
C -4.29706 -2.41330 -7.82937 -0.67 0.72 -0.56
H 0.83784 -0.58628 -9.86765 -0.07 0.14 0.56
H 0.33745 0.63131 -8.66467 -0.17 -0.27 -0.03
H -1.59535 -0.47223 -9.83982 0.13 -0.35 0.42
H -1.06002 -2.08102 -9.28300 0.07 0.30 -0.09
H 3.26042 -0.08010 -5.59866 0.12 0.05 -0.07
H 5.31650 1.49515 -6.51854 -0.10 -0.03 -0.02
H 4.92910 1.72522 -9.21174 -0.02 0.02 0.14
H 2.66810 0.36602 -9.77821 0.17 0.17 0.26
H 2.16363 -4.06430 -7.12021 0.02 -0.06 -0.18
H 3.03980 -5.59441 -9.22425 0.03 -0.16 0.03
H 3.12815 -3.92876 -11.37886 0.05 0.03 0.19
H 2.37502 -1.50131 -10.49235 -0.05 -0.42 -0.01
H -1.59670 1.07704 -5.46094 -0.17 0.24 -0.23
H -1.53789 3.77054 -6.02714 -0.07 -0.06 -0.06
H -2.18151 3.97332 -8.66675 0.00 -0.11 0.05
H -2.53068 1.44865 -9.56844 0.02 0.17 0.25
H -4.15963 0.45350 -9.42772 -0.17 -0.06 0.16
H -6.42559 -0.93586 -9.90311 0.08 0.01 0.03
H -6.23596 -3.24035 -8.46612 0.12 0.03 0.00
H -3.81890 -3.12398 -7.17301 -0.16 0.00 0.05
Cl -0.05917 -2.93980 2.03555 -0.65 0.52 -0.43
C -0.53397 -1.14424 2.17925 0.16 0.50 0.94
Cl 0.77291 -0.02481 1.78214 -0.04 -0.16 0.51
C -1.73091 -0.70564 1.31911 -1.87 0.43 1.08
O -2.64026 -0.07288 1.85049 2.40 -1.55 -1.69
O -1.59595 -1.04146 0.03985 0.36 -1.45 -0.53
H -0.73092 -1.06752 3.24930 -0.11 0.06 -0.27
```
Forces are in eV/Å.

The value obtained for the LUMO energy (alpha / beta) is -10.0 / -9.3 eV. For the orbital gap (alpha / beta), the calculation gives 0.0716 / 0.0990 hartree. The molecular weight comes out at 724.20 g/mol. The calculation puts the largest force on an atom at 3.69 eV/A. The total charge is +2.


# 2
Formula: C9H38O10
Source: the OMol25 dataset
Level of theory: the ωB97M-V functional and the def2-TZVPD basis

The geometry in XYZ format:
```
57
Properties=species:S:1:pos:R:3:forces:R:3
O -11.41443 -10.41113 10.82593 0.09 -0.21 0.17
H -10.48226 -10.14468 10.83261 -0.02 0.09 0.01
H -11.32269 -11.35620 10.98625 -0.34 -0.07 0.04
O -13.58804 -5.67463 13.11264 -1.06 0.42 -0.38
H -14.52550 -5.44126 12.96607 0.67 -0.34 0.17
H -13.08962 -4.84244 12.87345 -0.05 -0.82 0.28
O -7.33764 -4.78825 10.69929 -1.00 -0.26 0.46
H -7.85871 -4.37338 10.00511 -0.63 0.02 -0.33
H -6.45459 -4.61126 10.44965 1.61 0.18 -0.17
O -9.66205 -7.05973 10.24365 0.65 0.08 -0.61
H -9.16608 -6.77121 11.01241 0.26 0.13 0.14
H -10.54876 -7.18114 10.57110 -1.30 -0.27 0.53
O -8.80619 -9.88530 9.92617 0.46 -0.01 0.91
H -9.10716 -9.00181 10.17221 0.24 0.60 -0.23
H -9.38267 -10.12942 9.21876 -0.47 -0.27 -0.93
O -12.22060 -7.64036 11.55144 0.43 -0.41 -0.37
H -12.87814 -7.07142 11.97858 -0.12 0.05 0.35
H -12.45363 -8.57966 11.65277 0.06 0.51 -0.05
O -11.92035 -3.86075 12.60954 0.89 -0.26 -0.52
H -11.98493 -2.92555 12.70774 -0.33 1.09 0.17
H -10.93570 -3.98457 12.48202 -0.61 -0.12 0.36
C -8.78579 -6.18426 13.35218 0.74 -0.24 -1.82
C -8.77895 -4.74880 13.77066 -1.71 1.14 -0.22
C -7.51174 -4.11886 14.21166 0.59 0.34 -0.28
O -9.33782 -3.86881 12.71093 0.23 -0.66 0.01
H -8.07448 -6.37539 12.48801 -0.84 0.48 0.70
H -9.80445 -6.53421 13.10820 0.44 0.07 0.20
H -8.34232 -6.77860 14.11264 0.01 -0.65 0.99
H -9.50769 -4.63610 14.58865 0.03 -0.02 -0.28
H -6.78001 -4.20251 13.41781 0.46 -0.22 -0.03
H -7.15874 -4.53729 15.14279 0.28 -0.20 0.19
H -7.67457 -3.05107 14.34361 -0.10 0.03 0.23
H -8.98170 -4.11674 11.84141 0.38 -0.06 0.27
C -11.51691 -3.43524 7.95939 -0.17 -0.13 0.83
C -10.05627 -3.71168 8.19441 1.74 -0.12 -2.01
C -9.20005 -2.44104 8.00754 2.09 -1.77 1.09
O -9.69009 -4.21414 9.45883 -0.69 -0.81 0.65
H -11.80424 -2.65946 8.68409 -0.45 -0.33 -0.21
H -12.10235 -4.35461 8.04386 -0.10 0.17 0.45
H -11.70854 -3.09202 6.95155 0.24 0.33 -0.24
H -9.71475 -4.48571 7.43368 -0.32 0.88 0.57
H -9.38749 -1.97422 7.09133 -0.51 0.84 -1.38
H -8.07193 -2.73055 7.96777 -1.85 0.44 0.25
H -9.33527 -1.74616 8.83856 -0.11 -0.04 -0.06
H -9.94161 -5.16410 9.51128 0.23 0.49 0.11
C -10.13787 1.23444 13.30216 0.42 -2.24 2.02
C -10.30629 -0.28335 12.97267 1.17 0.28 -1.10
C -10.57291 -0.54090 11.49475 -3.09 -1.39 0.69
O -9.06171 -0.92069 13.24839 0.47 -0.06 0.76
H -9.53542 1.77467 12.64365 0.94 0.53 -1.56
H -9.56227 1.26157 14.26148 -0.77 0.10 -0.47
H -11.07543 1.73281 13.40110 -0.74 0.28 0.19
H -11.13296 -0.70084 13.58701 0.40 0.14 -0.18
H -9.87786 -0.15109 10.79460 0.88 0.42 -0.30
H -11.56490 -0.07690 11.32691 0.34 -0.11 -0.50
H -10.75455 -1.65963 11.29783 0.53 1.47 0.22
H -8.98239 -1.80520 12.83902 -0.57 0.48 0.26
```
Forces are in eV/Å.

The value obtained for the LUMO energy is 0.5 eV. For the orbital gap, the calculation gives 0.3857 hartree. The molecular weight comes out at 306.39 g/mol. The calculation puts the largest force on an atom at 3.46 eV/A. The calculation puts the energy above the lowest of the compared OMol25 structures with the same formula, charge and spin at 15.0 kcal/mol.


# 3
Formula: C14H32BNO5
Source: the OMol25 dataset
Level of theory: the ωB97M-V functional and the def2-TZVPD basis

The geometry in XYZ format:
```
53
Properties=species:S:1:pos:R:3:forces:R:3
C -3.21251 -5.83136 3.35834 0.04 0.01 -0.07
O -3.29096 -6.36467 2.06100 -0.08 0.00 0.03
C -3.37149 -5.33669 1.07067 -0.11 -0.04 0.12
B -2.00195 -4.60023 0.77156 0.03 -0.15 -0.03
N -1.94681 -3.20550 0.66670 0.49 -0.04 0.78
H -4.04612 -5.14314 3.55339 0.01 0.00 0.01
H -3.27087 -6.65970 4.06262 0.05 0.00 -0.01
H -2.27204 -5.28674 3.51762 0.00 0.01 0.03
H -3.69823 -5.84866 0.15834 0.02 0.09 -0.03
H -4.17588 -4.63341 1.34076 -0.01 -0.03 -0.02
H -1.00635 -5.24759 0.60455 -0.06 0.04 -0.18
H -1.03444 -2.77948 0.59730 -0.02 0.06 -0.14
H -2.52785 -2.65172 1.28434 -0.34 0.12 -0.40
C -1.53710 -0.20506 -1.28049 0.01 0.01 0.04
C -0.16647 0.16174 -1.79149 -0.04 -0.02 -0.04
O 0.68026 0.63245 -1.06488 0.00 0.00 0.01
C 0.08852 -0.08676 -3.25536 0.04 0.00 -0.03
H -1.61654 0.02177 -0.21988 0.00 0.00 0.00
H -2.30082 0.34318 -1.83546 0.01 0.00 -0.01
H -1.72476 -1.26820 -1.44374 -0.02 0.00 0.00
H -0.61248 0.48766 -3.86368 0.01 0.02 0.01
H -0.06255 -1.14239 -3.49061 -0.02 0.00 0.03
H 1.10231 0.20808 -3.51273 0.01 -0.03 0.00
C -1.38746 -0.65772 5.39249 -0.01 0.01 0.02
C -2.58368 -1.14684 4.61543 -0.01 0.00 0.06
O -2.53648 -1.32297 3.42022 0.00 -0.06 -0.11
C -3.84123 -1.40608 5.40690 0.01 0.00 0.02
H -0.54392 -0.50507 4.72519 0.01 0.00 0.00
H -1.63199 0.27443 5.90574 0.00 0.01 -0.02
H -1.12638 -1.38124 6.16748 0.01 -0.02 -0.02
H -4.15359 -0.49440 5.92011 0.00 0.01 -0.02
H -3.64650 -2.14935 6.18275 0.00 -0.02 -0.02
H -4.63374 -1.75270 4.74947 -0.01 0.00 0.00
C 2.24029 3.77874 -5.86933 0.01 0.00 0.02
C 1.29303 3.16443 -4.86702 0.04 0.03 0.02
O 0.22840 2.69646 -5.20301 -0.02 -0.01 -0.01
C 1.74977 3.17180 -3.43285 -0.01 0.01 0.02
H 1.81769 3.72591 -6.86896 0.00 0.00 0.00
H 2.44396 4.81623 -5.59720 -0.03 0.01 -0.01
H 3.20079 3.26015 -5.83820 -0.01 -0.02 -0.01
H 1.96208 4.19188 -3.10881 -0.01 0.00 -0.01
H 2.69501 2.63200 -3.33935 -0.01 -0.02 -0.01
H 1.00505 2.71492 -2.78746 0.01 0.00 0.01
C 6.07388 3.83326 -1.26407 0.00 0.00 0.02
C 4.67381 4.39007 -1.17909 -0.02 -0.05 0.05
O 4.15647 4.95765 -2.11264 0.04 0.04 -0.02
C 3.94906 4.18853 0.12821 0.01 -0.01 0.01
H 6.49704 4.03081 -2.24508 0.01 0.00 0.00
H 6.70136 4.27938 -0.48984 0.00 0.02 -0.01
H 6.05810 2.75851 -1.07165 -0.01 0.00 -0.02
H 4.51567 4.64146 0.94441 0.00 0.02 -0.01
H 3.87349 3.12208 0.35064 -0.02 0.00 -0.02
H 2.95512 4.62409 0.07664 0.00 0.00 0.01
```
Forces are in eV/Å.

The value obtained for the LUMO energy is 0.6 eV. For the orbital gap, the calculation gives 0.3586 hartree. The molecular weight comes out at 305.22 g/mol. The calculation puts the largest force on an atom at 0.92 eV/A.